(1)
A structure of composition C13H33FNO9PS2 at a distorted geometry, computed with ωB97M-V/def2-TZVPD.

Maximum force in eV/Å: 1.2
HOMO in eV: -9.1840
LUMO energy in eV: 0.264

Geometry (Å):
C 3.72893 -1.36877 1.22122
P 3.37897 -1.69888 -0.53145
O 3.18992 -0.19177 -1.12310
N 4.96959 -2.27737 -1.21956
S 6.31225 -2.52403 -0.12811
S 5.55050 -1.51136 -2.56479
O 6.44553 -2.35695 -3.25967
O 5.89250 -0.15988 -2.29550
F 4.20226 -1.51173 -3.35530
H 3.67689 -2.29376 1.79108
H 2.91903 -0.70199 1.53301
H 4.67374 -0.85138 1.39330
H 3.61190 0.49322 -0.58427
H 5.86957 -3.70423 0.32382
C -0.32809 0.78223 1.64888
O 0.40881 1.83933 1.07168
C -0.07378 2.25164 -0.19563
C -0.07815 3.75619 -0.33756
O -1.04592 4.42225 0.45175
C -0.82101 4.53921 1.84489
C 0.29297 5.48347 2.23435
O 1.57007 4.92491 1.97969
C 2.53118 5.86885 1.56841
H -0.11326 -0.16995 1.15242
H -0.03737 0.71227 2.69673
H -1.40490 0.97185 1.59860
H -1.08688 1.86899 -0.36266
H 0.57767 1.83558 -0.97646
H -0.36206 3.97321 -1.37045
H 0.92220 4.16585 -0.18005
H -0.68058 3.56310 2.31455
H -1.74758 4.96557 2.23646
H 0.20445 5.68957 3.30960
H 0.17061 6.42763 1.69110
H 2.15195 6.49591 0.75371
H 3.39732 5.31702 1.20659
H 2.84555 6.51368 2.39718
C -3.63923 -1.11651 -3.19323
O -3.11419 -2.24425 -2.53204
C -1.77266 -2.09387 -2.10589
C -1.54266 -2.66930 -0.72763
O -2.14569 -1.94459 0.33356
C -3.55397 -2.00585 0.48391
C -4.09649 -3.34864 0.91687
O -4.08048 -4.28878 -0.14064
C -3.81099 -5.60775 0.27193
H -3.23297 -1.01679 -4.20606
H -4.71771 -1.25077 -3.25993
H -3.43551 -0.19522 -2.63566
H -1.48361 -1.03650 -2.10601
H -1.11665 -2.62492 -2.80820
H -0.46804 -2.60193 -0.53620
H -1.81090 -3.72697 -0.68601
H -4.07031 -1.65026 -0.41001
H -3.77160 -1.30256 1.29178
H -5.13411 -3.20430 1.24737
H -3.51167 -3.71555 1.76881
H -2.92441 -5.65168 0.91508
H -3.61987 -6.19636 -0.62371
H -4.66109 -6.04613 0.80743

***

(2)
A cluster of 11 separate species, C18H50F4N25O13 in total at a distorted geometry, computed with ωB97M-V/def2-TZVPD.

Net charge: +1
Maximum force in eV/Å: 3.2
HOMO in eV: -10.0451
LUMO energy in eV: -3.422

Geometry (Å):
O -0.63891 -5.53633 -1.20097
N -1.10399 -4.56530 -0.76252
O -1.07575 -4.59746 0.65583
C -0.80404 -3.26859 1.11945
C 0.43416 -2.70984 0.49423
N 0.36497 -1.97973 -0.60283
C 1.63176 -1.68972 -0.87964
N 1.91709 -0.93416 -1.96720
C 3.15291 -0.42565 -2.41965
F 2.83610 0.41559 -3.43734
F 3.76724 0.34233 -1.50917
C 4.12555 -1.45972 -3.05829
F 5.38029 -1.19591 -2.69350
F 3.76676 -2.71502 -2.71718
N 2.49078 -2.20217 0.00525
C 3.92793 -2.24313 0.20458
C 4.45578 -3.69041 0.01622
C 5.66404 -4.01248 0.98160
O 5.61736 -3.79297 -0.57967
N 1.68018 -2.86799 0.87834
H -1.64318 -2.65862 0.80282
H -0.76713 -3.25059 2.19891
H 1.11284 -0.68932 -2.52559
H 4.08306 -1.38027 -4.13970
H 4.16829 -2.02495 1.23412
H 4.53537 -1.70994 -0.50831
H 3.74260 -4.47943 -0.15648
H 5.11006 -4.96351 1.25849
H 6.59975 -4.56830 0.86875
H 1.97900 -3.38945 1.69780
C 2.22370 4.26018 -1.46614
O 1.53521 5.00532 -0.79649
N 3.48940 4.59850 -1.87614
N 1.79854 3.01863 -1.85128
H 4.07405 4.00098 -2.42844
H 3.83380 5.50122 -1.60333
H 0.87902 2.73952 -1.55318
H 2.34220 2.38159 -2.39783
C -2.09923 1.59668 -1.20659
O -1.25999 2.48377 -1.04086
N -3.41864 1.86532 -1.13652
N -1.76215 0.29130 -1.45117
H -4.15241 1.18960 -1.22925
H -3.67036 2.82163 -0.96339
H -0.78845 0.07334 -1.49425
H -2.43192 -0.44781 -1.59563
C 3.50603 2.59971 2.51321
O 3.26397 2.55810 3.70605
N 3.05155 3.58743 1.69532
N 4.26778 1.63468 1.88969
H 3.24183 3.62119 0.71140
H 2.49555 4.31631 2.10756
H 4.62752 0.89586 2.46362
H 4.48674 1.64859 0.91202
C -5.84486 3.17335 0.90065
O -5.82018 2.81080 -0.27458
N -4.73335 3.04953 1.67064
N -6.94754 3.71569 1.48987
H -4.67745 3.34114 2.62799
H -3.91718 2.65598 1.24120
H -7.77177 3.81152 0.92624
H -6.97245 4.01725 2.44499
C 1.88815 -8.35482 -0.17799
O 2.62990 -7.38422 -0.27873
N 0.54756 -8.17611 -0.33013
N 2.32441 -9.61688 0.08741
H -0.15003 -8.89346 -0.27392
H 0.30054 -7.21752 -0.47608
H 3.31261 -9.74836 0.19956
H 1.71574 -10.40859 0.17068
C 2.68319 -4.55843 2.97620
O 3.18463 -3.48642 2.65500
N 2.83663 -5.68042 2.22087
N 1.92701 -4.70079 4.10389
H 2.42611 -6.56787 2.43999
H 3.38804 -5.60447 1.38689
H 1.80001 -3.88790 4.67751
H 1.50762 -5.56611 4.38566
C -1.12603 3.35079 2.73466
O -2.11991 4.04658 2.55225
N -0.35401 2.88922 1.70890
N -0.70899 2.98810 3.98520
H 0.46484 2.32629 1.84517
H -0.62663 3.13052 0.76645
H -1.25114 3.31303 4.76344
H 0.10307 2.42532 4.15760
C 0.93031 7.28000 1.81665
O 1.69309 8.22270 1.69966
N 0.47404 6.55953 0.74968
N 0.46788 6.85313 3.03423
H -0.15203 5.78074 0.83292
H 0.79380 6.83010 -0.16080
H 0.78164 7.34924 3.84614
H -0.15952 6.07789 3.14577
C -4.24632 -2.88295 -2.68161
O -3.44869 -2.07854 -2.21179
N -5.57658 -2.62067 -2.78207
N -3.84986 -4.11035 -3.13831
H -6.24282 -3.26485 -3.16344
H -5.89584 -1.72694 -2.45651
H -2.87206 -4.31937 -3.07429
H -4.47225 -4.79426 -3.52436
C -6.74390 5.32377 -3.41011
O -6.63462 4.39284 -4.18806
N -6.89604 6.61839 -3.83501
N -6.72325 5.15400 -2.05351
H -6.98702 7.39971 -3.21531
H -6.91459 6.77592 -4.82439
H -6.61083 4.21473 -1.70723
H -6.81102 5.90821 -1.40016

***

Let's list calculated total energy in order: -67606.398, -94213.967 eV.
Let's list HOMO-LUMO gap in order: 9.4, 6.6 eV.